No. 1
Entry from the Open Molecules 2025 dataset: a structure of composition C3H2CeO3 (wB97M-V/def2-TZVPD).

HOMO (alpha / beta) in eV: -15.51 / -17.74
Gap between HOMO and LUMO (alpha / beta) in eV: 5.67 / 7.98
Energy above the lowest of the compared OMol25 structures with the same formula, charge and spin in kcal/mol: 0.00

Geometry as ORCA input:
```
! RIJCOSX wB97M-V def2-TZVPD def2/J DEFGRID3
* xyz 2 3
O 1.705 -3.218 0.205
C 2.060 -2.127 0.176
O 2.642 -1.101 0.160
O 0.081 0.993 0.226
C -1.158 1.254 0.420
C -2.288 0.994 -0.241
H -3.217 1.503 0.017
H -2.280 0.336 -1.121
Ce 2.456 1.367 0.158
*
```

No. 2
Entry from the Open Molecules 2025 dataset: the molecule C6H11N (wB97M-V/def2-TZVPD).

HOMO in eV: -8.04
Gap between HOMO and LUMO in eV: 9.07
Energy above the lowest of the compared OMol25 structures with the same formula, charge and spin in kcal/mol: 54.50
SMILES: C=C/C(N)=C/CC

Geometry as ORCA input:
```
! RIJCOSX wB97M-V def2-TZVPD def2/J DEFGRID3
* xyz 0 1
C -1.933 2.058 -0.757
C -0.946 1.545 0.291
N 1.042 -0.610 1.564
C 0.657 -0.485 0.210
C -0.339 0.264 -0.269
C 2.187 -2.332 -0.446
C 0.985 -1.770 -0.537
H -2.224 3.117 -0.630
H -2.907 1.574 -0.693
H -1.428 2.042 -1.718
H -0.161 2.236 0.582
H -1.492 1.229 1.205
H 1.080 -1.514 2.004
H 0.666 0.090 2.184
H -0.492 0.180 -1.348
H 2.515 -3.129 -1.107
H 2.678 -2.357 0.525
H 0.111 -2.139 -1.059
*
```

No. 3
Entry from the Open Molecules 2025 dataset: a cluster of 2 separate species, C17H21NO5 in total (wB97M-V/def2-TZVPD).

HOMO in eV: -8.67
Gap between HOMO and LUMO in eV: 7.62
Energy above the lowest of the compared OMol25 structures with the same formula, charge and spin in kcal/mol: 370.58

Geometry as ORCA input:
```
! RIJCOSX wB97M-V def2-TZVPD def2/J DEFGRID3
* xyz 0 1
C -0.964 -6.527 0.220
H -1.209 -7.649 0.511
O -1.346 -5.870 1.237
C -1.304 -4.381 1.210
C -1.089 -3.596 0.100
C -0.815 -2.183 0.153
C -1.065 -1.418 1.390
C -1.621 -2.233 2.262
C -1.639 -3.579 2.253
H -1.931 -4.203 3.254
H -1.673 -1.739 3.099
C -1.085 -0.023 1.005
C -1.406 0.807 2.271
C -0.984 2.157 2.008
O -1.003 3.000 2.900
O -0.988 2.667 0.834
C -0.819 3.960 0.610
C 0.395 4.053 -0.523
O 0.544 4.875 -1.346
N 1.199 2.877 -0.664
H 0.674 2.102 -0.264
C 2.226 2.682 -1.751
C 1.599 1.453 -2.709
C 2.728 1.045 -3.606
H 1.960 0.586 -4.828
H 3.214 1.724 -3.936
C 3.119 -0.071 -2.747
H 4.033 0.180 -2.347
H 3.774 -0.779 -3.470
C 2.079 -0.731 -2.023
H 2.364 -1.183 -1.254
O 1.037 0.402 -1.924
H 1.568 -1.527 -2.702
H 0.493 1.908 -3.060
H 2.129 3.589 -2.262
H 3.104 2.201 -1.420
H -1.792 4.429 -0.054
H -0.220 4.442 1.497
H -1.334 0.432 3.178
H -0.703 0.370 0.110
H -0.451 -1.784 -0.646
H -0.331 -4.070 -0.809
H -1.661 -6.150 -0.656
H -0.023 -6.239 -0.041
*
```

No. 4
Entry from the Open Molecules 2025 dataset: a structure of composition C17H28BiNO7 (wB97M-V/def2-TZVPD).

HOMO (alpha / beta) in eV: -6.22 / -6.24
Gap between HOMO and LUMO (alpha / beta) in eV: 5.09 / 4.99
Energy above the lowest of the compared OMol25 structures with the same formula, charge and spin in kcal/mol: 0.00

Geometry as ORCA input:
```
! RIJCOSX wB97M-V def2-TZVPD def2/J DEFGRID3
* xyz 0 1
Bi 0.684 -0.066 0.258
C -2.104 -1.342 -0.451
C -1.172 -1.490 -1.701
O -0.159 -0.476 -1.823
C 0.729 -0.584 -3.031
C 1.860 -1.593 -2.630
O 1.839 -1.728 -1.241
C 2.899 -2.450 -0.620
C 2.388 -2.952 0.746
O 1.839 -1.851 1.461
C 0.537 -2.194 2.246
C -0.746 -2.400 1.317
O -1.513 -1.210 0.859
H -2.789 -2.196 -0.468
H -2.682 -0.427 -0.562
H -1.823 -1.447 -2.581
H -0.674 -2.466 -1.681
H 1.134 0.397 -3.254
H 0.169 -0.953 -3.889
H 2.823 -1.196 -2.963
H 1.686 -2.577 -3.082
H 3.762 -1.790 -0.511
H 3.159 -3.321 -1.232
H 3.205 -3.378 1.334
H 1.636 -3.726 0.561
H 0.309 -1.389 2.992
H 0.778 -3.084 2.826
H -1.450 -2.972 1.926
H -0.451 -3.000 0.454
C -0.241 1.279 3.018
N -0.147 1.929 1.755
C 1.022 2.833 1.768
C -1.390 2.661 1.427
C -1.659 2.540 -0.089
C -2.623 3.346 -0.709
C -2.840 3.248 -2.072
C -2.109 2.331 -2.837
C -1.193 1.509 -2.203
C -0.933 1.608 -0.808
H -0.355 2.002 3.843
H 0.854 0.569 3.547
H -1.078 0.581 2.999
H 0.927 3.572 2.576
H 1.077 3.338 0.806
H 1.941 2.264 1.887
H -1.279 3.710 1.716
H -2.244 2.234 1.962
H -3.194 4.067 -0.129
H -3.577 3.887 -2.544
H -2.282 2.254 -3.905
H -0.565 0.750 -2.817
O 2.304 0.896 -0.257
O 1.211 0.062 2.652
O 2.499 0.391 3.154
*
```

No. 5
Entry from the Open Molecules 2025 dataset: a structure of composition C6H13N (wB97M-V/def2-TZVPD).

HOMO in eV: -6.79
Gap between HOMO and LUMO in eV: 5.35
Energy above the lowest of the compared OMol25 structures with the same formula, charge and spin in kcal/mol: 157.26

Geometry as ORCA input:
```
! RIJCOSX wB97M-V def2-TZVPD def2/J DEFGRID3
* xyz 0 1
C -2.127 0.920 -1.646
N -1.049 -0.017 -1.616
C -0.450 -1.051 0.523
C 0.673 -1.000 1.539
C 1.587 0.226 1.505
C -0.190 0.022 -0.487
C 1.243 0.331 -0.854
H -1.905 1.829 -2.226
H -3.020 0.473 -2.079
H -2.542 1.228 -0.662
H -0.504 -2.000 -0.032
H -1.466 -0.855 0.904
H 0.311 -1.407 2.488
H 1.343 -1.805 1.185
H 2.597 -0.069 1.810
H 1.293 1.020 2.197
H -0.371 1.002 0.029
H 1.704 0.308 0.347
H 1.617 -0.445 -1.557
H 1.257 1.289 -1.365
*
```

No. 6
Entry from the Open Molecules 2025 dataset: the molecule C5H8BrO2P (wB97M-V/def2-TZVPD).

HOMO in eV: -9.78
Gap between HOMO and LUMO in eV: 9.87
Energy above the lowest of the compared OMol25 structures with the same formula, charge and spin in kcal/mol: 1.64
SMILES: C[P@@]1(=O)CCC(=O)[C@@H]1Br

Geometry as ORCA input:
```
! RIJCOSX wB97M-V def2-TZVPD def2/J DEFGRID3
* xyz 0 1
C 0.522 -1.389 -0.369
C 0.032 -1.171 1.046
C -0.151 0.304 1.334
C 1.263 -0.115 -0.823
C -1.549 0.817 -1.078
O 0.376 -2.363 -1.041
O 0.449 2.541 -0.236
P 0.062 1.183 -0.250
Br 2.929 -0.018 0.201
H -0.823 -1.802 1.077
H 0.818 -1.520 1.634
H -0.987 0.652 1.919
H 0.723 0.738 1.960
H 1.698 -0.189 -1.855
H -1.499 1.249 -2.016
H -1.639 -0.189 -1.098
H -2.225 1.271 -0.405
*
```